60
Properties=species:S:1:pos:R:3:forces:R:3:mulliken_charge:R:1 method="wB97M-V/def2-TZVPD" fmax_ev_per_a=1.26 lumo_energy_ev=0.7 gap_ev=9.57 smiles="Cc1cc(C)nc(O[C@@H](C(=O)O)C(OCc2ccccc2)(c2ccccc2)c2ccccc2)n1" e_tot_ev=-40628.9546 e_above_lowest_kj_mol=19.9
C 2.171 2.844 4.922 -0.0038 0.0048 0.0278 -1.253
C 1.925 2.888 3.450 0.0363 0.1306 -0.2378 0.716
N 1.314 1.842 2.913 -0.2251 -0.5475 0.0556 -0.460
C 1.099 1.882 1.609 0.4544 1.0949 0.4188 0.413
N 1.413 2.880 0.795 -0.3969 -0.0100 0.3251 -0.145
C 2.039 3.933 1.315 -0.0091 -0.0269 0.4711 0.814
C 2.320 3.976 2.673 -0.0486 -0.0900 -0.1739 -0.907
H 2.824 4.821 3.112 0.0464 0.1039 0.0555 0.420
C 2.422 5.023 0.371 0.0066 -0.0058 0.0247 -1.477
H 1.695 5.084 -0.435 -0.0340 0.0377 -0.0383 0.343
H 2.493 5.976 0.886 0.0358 0.0813 -0.0224 0.452
H 3.393 4.789 -0.065 0.0717 0.0241 -0.0548 0.245
O 0.511 0.819 1.071 -0.0646 -0.2906 -0.1812 -0.417
C 0.306 0.924 -0.329 -0.2749 0.0438 -0.3587 -0.446
C 1.535 1.505 -1.030 0.4911 -0.1620 -0.5324 0.107
O 2.676 1.152 -0.877 0.0379 -0.1609 0.0725 -0.607
O 1.170 2.375 -1.978 -0.2941 0.3077 -0.3119 -0.429
H 1.957 2.692 -2.449 -0.0009 -0.2842 0.1743 0.515
H -0.514 1.629 -0.528 0.1428 -0.1847 0.0473 0.984
C -0.145 -0.454 -0.912 0.3287 0.3361 0.0521 1.702
C 0.094 -0.393 -2.417 -0.2041 -0.1388 -0.0681 -0.325
C 1.284 -0.847 -2.971 -0.0377 -0.0051 0.0066 0.158
C 1.500 -0.746 -4.335 0.0845 0.0099 -0.0212 -0.993
C 0.531 -0.197 -5.157 0.0188 0.0171 -0.0734 -0.516
C -0.657 0.254 -4.608 -0.0470 0.0567 -0.0516 -0.878
C -0.873 0.160 -3.245 -0.0238 -0.0372 0.0563 -0.552
H -1.798 0.509 -2.814 -0.1104 0.0387 0.0224 0.465
H -1.418 0.683 -5.243 -0.0673 0.0319 -0.0511 0.407
H 0.702 -0.121 -6.221 0.0069 -0.0037 -0.0856 0.402
H 2.430 -1.100 -4.755 0.0736 -0.0383 -0.0344 0.434
H 2.047 -1.274 -2.338 0.0552 -0.0471 0.0308 0.450
C 0.566 -1.662 -0.323 -0.0575 -0.1031 0.1378 0.096
C 1.816 -1.610 0.279 -0.0514 0.0061 0.0133 0.319
C 2.400 -2.769 0.764 0.0820 -0.0788 0.0095 -0.985
C 1.751 -3.985 0.655 0.0759 -0.0502 0.0359 -0.635
C 0.511 -4.044 0.043 -0.0451 -0.0722 -0.0293 -0.847
C -0.074 -2.892 -0.446 0.0040 0.0668 -0.0166 -0.482
H -1.041 -2.937 -0.925 -0.0932 -0.0173 -0.0283 0.398
H -0.003 -4.989 -0.057 -0.0421 -0.0743 -0.0038 0.436
H 2.211 -4.884 1.039 0.0337 -0.0646 0.0349 0.394
H 3.373 -2.715 1.231 0.0785 0.0053 0.0442 0.455
H 2.350 -0.679 0.361 0.0215 0.0708 0.0115 0.387
O -1.546 -0.570 -0.738 -0.0952 -0.0542 -0.0978 -0.316
C -2.003 -0.648 0.599 -0.0155 0.1408 0.3734 -0.411
C -3.228 -1.521 0.691 0.0803 0.0269 -0.1348 0.426
C -3.897 -1.950 -0.445 0.1100 0.0724 -0.0147 -0.304
C -5.023 -2.748 -0.334 -0.0880 -0.0474 -0.0183 -0.715
C -5.494 -3.119 0.913 -0.0928 -0.0640 -0.0192 -0.443
C -4.831 -2.691 2.052 -0.0214 -0.0049 0.0957 -0.612
C -3.704 -1.898 1.942 0.0470 0.0635 -0.0715 -0.554
H -3.184 -1.567 2.830 0.0610 0.0201 0.1211 0.424
H -5.192 -2.980 3.028 -0.0199 -0.0248 0.0744 0.390
H -6.373 -3.741 0.999 -0.0619 -0.0489 0.0061 0.383
H -5.536 -3.079 -1.226 -0.0381 -0.0247 -0.0669 0.396
H -3.525 -1.656 -1.414 0.0300 0.0015 -0.1030 0.384
H -2.254 0.362 0.964 0.1046 -0.1370 -0.0434 0.464
H -1.220 -1.047 1.254 -0.1208 0.0546 -0.0535 0.368
H 1.684 3.687 5.409 -0.0026 0.0523 0.0817 0.312
H 3.239 2.909 5.123 0.0689 0.0172 0.0678 0.313
H 1.782 1.915 5.326 -0.0002 -0.0188 0.0499 0.334

=====

62
Properties=species:S:1:pos:R:3:forces:R:3:mulliken_charge:R:1 method="wB97M-V/def2-TZVPD" fmax_ev_per_a=1.22 lumo_energy_ev=-3.9 total_charge=+1 gap_ev=6.33 e_tot_ev=-268172.3143 e_above_lowest_kj_mol=68.6
Ti -1.113 0.937 -1.363 -0.5215 0.9597 -0.5520 0.267
C -2.159 1.081 2.757 -0.0137 -0.0328 0.0476 -1.319
C -2.675 -0.279 2.379 0.0346 -0.1341 -0.0643 1.253
C -3.819 -0.769 3.005 0.0572 0.0361 -0.0344 -0.870
C -4.334 -2.017 2.699 -0.0489 0.0241 0.0368 -0.739
C -3.713 -2.813 1.748 -0.0663 -0.0674 -0.0031 -0.918
C -2.565 -2.361 1.124 0.0960 0.1222 -0.0789 -0.077
C -2.041 -1.106 1.437 -0.0029 0.1012 0.1334 0.540
P -0.520 -0.537 0.615 -0.0406 -0.7517 0.5401 2.003
C 0.752 -0.184 1.880 -0.0319 0.3678 -0.1245 1.225
C 1.596 0.881 1.542 -0.0922 -0.0903 0.0455 -0.678
C 2.637 1.278 2.357 -0.0061 0.0402 -0.0630 -1.221
C 2.844 0.608 3.554 0.0342 0.0277 -0.0253 -0.803
C 2.009 -0.436 3.903 -0.0358 -0.0689 0.0205 -0.819
C 0.962 -0.870 3.087 0.0409 0.0106 -0.0801 1.042
C 0.181 -2.064 3.570 0.0021 0.0905 0.0011 -1.916
C 0.149 -1.950 -0.310 0.0361 0.1418 -0.1008 0.525
C 1.084 -2.849 0.196 -0.0038 -0.0211 0.0265 -0.871
C 1.612 -3.830 -0.629 0.0420 -0.0638 0.0125 -0.785
C 1.209 -3.905 -1.956 -0.0697 0.0472 -0.0485 -0.747
C 0.287 -3.001 -2.464 0.0003 0.0012 -0.0393 -0.822
C -0.261 -2.012 -1.650 0.1274 -0.1116 0.0591 1.125
C -1.284 -1.037 -2.131 0.2585 -0.3314 0.4218 -1.519
H -2.994 1.747 2.974 0.0323 0.0246 0.0249 0.539
H -1.568 1.542 1.968 0.0224 0.0841 -0.0867 -0.060
H -1.528 1.028 3.648 -0.0068 -0.0098 -0.0085 0.294
H -4.306 -0.149 3.749 -0.0368 -0.0144 -0.0202 0.506
H -5.226 -2.365 3.204 0.0042 -0.0195 -0.0185 0.408
H -4.122 -3.783 1.498 0.0258 -0.0057 -0.0036 0.471
H -2.059 -2.984 0.396 -0.0410 -0.0355 0.0144 0.416
H 1.412 1.421 0.622 0.1069 -0.0137 0.0046 -0.306
H 3.260 2.115 2.068 0.0323 -0.0239 0.0300 0.489
H 3.659 0.896 4.205 -0.0456 0.0127 0.0481 0.411
H 2.164 -0.955 4.842 0.0537 -0.0030 -0.0107 0.509
H -0.375 -1.813 4.475 -0.0367 -0.0027 -0.0214 0.491
H 0.871 -2.869 3.829 -0.0169 -0.0048 0.0103 0.532
H -0.522 -2.439 2.839 -0.0826 -0.0932 -0.0655 0.147
H 1.411 -2.773 1.225 0.0198 -0.0001 -0.0168 0.289
H 2.344 -4.529 -0.249 -0.0233 0.0129 0.0468 0.446
H 1.609 -4.675 -2.602 0.0480 0.0197 0.0119 0.405
H -0.018 -3.063 -3.501 -0.0006 -0.0066 0.0073 0.498
H -2.274 -1.388 -1.831 -0.0226 0.0389 -0.0225 0.474
H -1.271 -0.962 -3.222 -0.0109 0.2262 0.0109 0.554
Se -3.552 1.032 -0.812 0.4269 -0.0105 0.0761 -0.128
Se -2.904 2.233 -2.695 0.0434 -0.0020 0.1543 -0.529
Te -1.972 4.305 -1.529 -0.1378 0.3587 -0.1316 0.026
Se -0.206 3.164 -0.197 -0.2464 -0.6800 0.0762 -0.255
N 2.753 1.514 -2.174 0.0264 0.0362 0.0208 0.090
C 1.699 0.702 -2.027 0.0988 -0.1797 -0.1061 -0.599
N 0.620 1.156 -2.642 -0.0003 -0.0185 -0.1650 0.025
C 1.020 2.337 -3.275 0.3736 0.0663 0.0041 0.431
C 0.335 3.196 -4.130 -0.0638 -0.0589 -0.0537 -0.577
C 1.005 4.310 -4.591 -0.0365 -0.0152 0.0056 -0.808
C 2.335 4.566 -4.233 0.0348 -0.0298 0.0039 -0.495
C 3.044 3.698 -3.430 0.2003 -0.0133 0.0161 -1.092
C 2.365 2.580 -2.966 -0.4370 0.0886 -0.1467 0.823
H 3.662 1.385 -1.762 0.0174 -0.1346 -0.0230 0.264
H 1.757 -0.242 -1.503 -0.0333 0.0722 0.1314 0.606
H -0.669 2.971 -4.460 -0.0514 0.0507 0.0646 0.574
H 0.499 5.003 -5.250 -0.0168 -0.0345 -0.0166 0.426
H 2.822 5.452 -4.618 0.0084 -0.0055 0.0068 0.409
H 4.084 3.871 -3.190 -0.0243 0.0262 0.0171 0.423

=====

71
Properties=species:S:1:pos:R:3:forces:R:3:mulliken_charge:R:1 method="wB97M-V/def2-TZVPD" fmax_ev_per_a=0.38 lumo_energy_ev=1.7 total_charge=-1 gap_ev=6.80 e_tot_ev=-182134.3285
Bi 0.654 0.515 0.309 -0.2041 0.1496 0.1603 0.823
C -4.240 1.793 0.552 -0.0196 -0.0062 0.0042 -0.841
C -3.940 0.575 1.368 0.0949 0.0145 -0.0122 0.356
N -4.908 -0.024 1.998 0.0081 -0.0486 0.0475 -0.756
C -4.617 -1.134 2.725 -0.0201 0.0375 -0.0601 -1.047
C -3.360 -1.652 2.851 -0.1506 -0.0383 0.0422 0.595
C -3.210 -2.887 3.701 0.0112 -0.0175 -0.0408 -0.799
O -2.470 -2.674 4.903 0.0266 0.0192 0.0390 -0.537
C -2.266 -1.003 2.202 0.0274 0.0106 -0.0305 0.712
C -0.955 -1.518 2.490 0.0840 -0.0305 0.0970 0.029
N 0.217 -1.070 2.181 0.1251 -0.0920 -0.0622 0.849
C 1.360 -1.703 2.760 -0.0227 -0.0212 0.0326 0.662
C 1.308 -2.769 3.663 -0.0594 0.0158 -0.0017 -1.084
C 2.457 -3.358 4.157 -0.0024 0.0045 -0.0063 -0.797
C 3.704 -2.901 3.761 0.0085 0.0228 -0.0144 -0.753
C 3.792 -1.827 2.894 -0.0254 -0.0285 0.0191 -0.857
C 2.633 -1.227 2.429 0.0418 0.0848 -0.0755 0.149
I 0.809 2.650 2.647 -0.0417 -0.1233 -0.1592 -0.370
C -2.556 0.125 1.396 -0.0715 0.0256 0.0048 -0.125
O -1.722 0.760 0.678 0.1179 -0.0251 -0.0208 -0.344
H -5.292 2.047 0.657 -0.0087 0.0036 -0.0100 0.428
H -3.616 2.631 0.868 0.0170 -0.0094 -0.0032 0.273
H -4.006 1.605 -0.498 -0.0060 0.0423 -0.0115 -0.052
H -5.459 -1.609 3.216 -0.0003 -0.0154 0.0033 0.305
H -4.212 -3.261 3.933 0.0292 -0.0081 0.0264 0.345
H -2.683 -3.685 3.172 -0.0172 0.0210 -0.0314 0.353
H -2.722 -1.813 5.254 -0.0025 0.0011 -0.0017 0.374
H -0.992 -2.392 3.128 -0.0293 0.0452 0.0337 -0.158
H 0.359 -3.146 4.015 0.0008 -0.0234 -0.0002 0.454
H 2.371 -4.180 4.856 0.0004 -0.0054 0.0059 0.414
H 4.607 -3.366 4.132 0.0032 -0.0057 0.0019 0.402
H 4.749 -1.442 2.582 0.0155 -0.0014 0.0002 0.462
Cl -1.341 -1.803 -0.990 0.0997 -0.0275 -0.0576 -0.115
C 0.239 -2.187 -1.648 -0.0509 0.0264 0.0083 1.349
C 1.334 -1.485 -1.172 -0.1243 0.0831 0.0639 -1.580
C 2.557 -1.859 -1.713 0.0265 0.0982 0.1553 0.912
Cl 4.025 -1.099 -1.160 0.0210 -0.0155 -0.0541 -0.173
C 2.685 -2.846 -2.689 0.1472 -0.0541 -0.0666 -0.386
Cl 4.230 -3.264 -3.340 -0.0119 -0.0072 -0.0029 -0.208
C 1.554 -3.510 -3.148 -0.1865 0.0121 0.0343 0.681
Cl 1.679 -4.731 -4.357 0.0301 -0.0148 -0.0189 -0.213
C 0.309 -3.181 -2.617 0.0164 -0.0724 -0.0665 -0.495
Cl -1.108 -4.003 -3.171 0.0296 0.0205 0.0178 -0.208
O 4.472 0.896 2.481 -0.0105 -0.0492 -0.0622 -0.526
C 3.676 0.837 1.608 -0.0718 0.0994 0.1404 0.635
O 2.699 -0.168 1.536 -0.0231 -0.0553 -0.0680 0.634
C 3.584 1.777 0.360 0.3106 -0.1689 -0.1315 0.123
O 4.534 2.508 0.193 -0.0606 0.0695 0.0539 -0.676
O 2.570 1.611 -0.399 -0.1571 0.0372 0.0486 -0.359
C 2.318 1.849 -3.681 0.0268 0.0642 0.0337 -0.911
C 0.821 2.041 -3.888 -0.0050 0.0134 -0.0603 -0.899
As -0.183 2.083 -2.212 0.1695 -0.0039 0.1922 0.320
C 0.328 3.806 -1.433 0.0606 0.1093 -0.0930 -0.358
C 0.239 5.008 -2.365 -0.0079 -0.0076 0.0467 -1.323
C -1.970 2.480 -2.891 -0.0443 -0.0473 -0.0026 -0.757
C -2.733 1.207 -3.243 -0.0286 0.0116 -0.0246 -1.084
H 2.834 1.787 -4.641 0.0107 -0.0096 0.0093 0.450
H 2.534 0.943 -3.114 -0.0214 -0.0522 -0.0094 0.064
H 2.754 2.670 -3.110 -0.0043 0.0131 -0.0060 0.238
H 0.404 1.217 -4.474 -0.0196 0.0069 0.0172 0.461
H 0.603 2.965 -4.429 0.0235 -0.0213 -0.0239 0.519
H 1.341 3.676 -1.045 -0.0290 -0.0260 -0.0411 0.163
H -0.310 3.935 -0.556 -0.0270 -0.0341 -0.0065 0.491
H 0.908 4.904 -3.220 0.0130 -0.0033 -0.0111 0.278
H 0.529 5.916 -1.833 -0.0075 0.0152 -0.0161 0.429
H -0.774 5.156 -2.745 -0.0011 0.0018 -0.0047 0.278
H -1.861 3.136 -3.758 -0.0327 -0.0067 0.0080 0.489
H -2.488 3.040 -2.112 -0.0159 0.0076 0.0286 0.479
H -2.189 0.602 -3.972 -0.0008 -0.0025 -0.0050 0.355
H -3.710 1.439 -3.672 -0.0050 -0.0096 0.0039 0.373
H -2.888 0.588 -2.358 0.0313 0.0017 -0.0056 0.089